Entry 1:
{"formula": "C14H32AsMoN5O2SSi2", "method": "ωB97M-V/def2-TZVPD", "e_tot_ev": -115857.0397, "lumo_energy_ev": [-3.6, -4.2], "total_charge": 1, "homo_energy_ha": [-0.3724, -0.3855], "spin_multiplicity": 4, "s2": 3.82, "species": ["Mo", "N", "N", "C", "N", "N", "N", "O", "O", "H", "H", "H", "H", "H", "C", "C", "C", "C", "C", "C", "H", "H", "H", "H", "H", "H", "H", "H", "H", "S", "C", "C", "Si", "C", "C", "As", "Si", "C", "C", "C", "H", "H", "H", "H", "H", "H", "H", "H", "H", "H", "H", "H", "H", "H", "H", "H", "H", "H"], "positions_angstrom": [[0.88038, -0.68237, 0.76369], [2.14901, 0.13661, 3.99252], [3.34280, 0.43807, 3.34267], [3.73834, -0.23241, 2.26209], [4.93806, 0.01199, 1.76059], [2.84233, -1.15036, 1.78820], [3.15503, -1.86873, 0.65902], [4.15243, -1.78297, 0.01157], [2.16424, -2.56346, 0.33605], [1.54094, 0.94656, 3.99670], [2.33716, -0.19046, 4.93164], [3.96712, 1.13313, 3.72882], [5.54509, 0.68751, 2.19485], [5.21135, -0.41560, 0.89037], [0.86457, 2.47559, -3.60811], [2.11555, 2.00228, -2.85531], [2.99720, 1.16599, -3.79467], [2.90226, 3.21711, -2.34484], [1.71697, 1.16953, -1.70885], [1.39182, 0.48034, -0.74856], [1.16669, 3.06007, -4.47864], [0.23974, 3.10548, -2.97415], [0.27014, 1.62806, -3.95149], [3.31185, 1.77740, -4.64193], [2.45081, 0.30250, -4.17416], [3.88848, 0.80846, -3.27772], [3.20664, 3.83786, -3.18907], [3.79862, 2.90272, -1.80854], [2.29120, 3.82183, -1.67395], [-0.56439, 2.03496, 2.38215], [0.05196, 0.83415, 1.62651], [-0.96385, -3.04223, 2.78657], [-2.43928, -2.34122, 1.85854], [-3.57514, -3.68504, 1.27037], [-3.33729, -1.09961, 2.91784], [-1.46698, -1.22206, 0.03899], [-2.91278, 0.14307, -1.22841], [-2.18056, 1.84599, -1.15022], [-2.89443, -0.53187, -2.95540], [-4.61143, 0.07641, -0.47962], [-1.21244, -4.01957, 3.20686], [-0.67718, -2.39121, 3.61582], [-0.09521, -3.19395, 2.13856], [-4.04615, -4.15902, 2.13570], [-3.02951, -4.45113, 0.71748], [-4.36538, -3.29613, 0.62680], [-3.60997, -1.53877, 3.88108], [-4.25498, -0.76226, 2.43463], [-2.70444, -0.22975, 3.10736], [-1.13459, 1.81570, -1.45976], [-2.23166, 2.24610, -0.13750], [-2.72629, 2.52239, -1.81359], [-1.87689, -0.57830, -3.34675], [-3.48309, 0.12413, -3.60246], [-3.32530, -1.53293, -3.00135], [-4.63258, 0.57299, 0.49135], [-4.95584, -0.95195, -0.35589], [-5.32113, 0.58839, -1.13444]], "atomic_forces_ev_per_a": [[-0.9462, -0.0267, 0.6504], [0.0121, -0.0322, -0.0130], [0.0888, 0.1540, 0.2639], [-0.2496, -0.4286, -0.2534], [-0.0022, 0.0813, 0.0478], [0.6220, 0.6983, -0.1522], [-0.7389, 0.1277, 0.2312], [0.7691, -0.2210, -0.0463], [-0.0297, -0.1740, -0.4298], [0.0044, -0.0048, -0.0040], [-0.0088, 0.0187, 0.0042], [-0.0435, 0.0203, -0.0238], [0.0012, -0.0064, -0.0186], [-0.0020, -0.0743, -0.0166], [-0.0053, 0.0063, 0.0091], [0.0225, -0.0795, 0.0208], [0.0071, -0.0151, 0.0134], [0.0038, 0.0098, 0.0165], [0.0166, 0.0234, 0.0455], [0.1310, 0.1397, -0.2453], [-0.0087, -0.0016, -0.0007], [-0.0019, -0.0037, 0.0038], [0.0033, -0.0011, -0.0027], [-0.0084, 0.0017, 0.0013], [0.0046, -0.0009, 0.0001], [-0.0063, 0.0010, -0.0014], [-0.0035, -0.0006, 0.0007], [-0.0025, -0.0014, -0.0070], [0.0055, -0.0007, -0.0004], [-0.1002, 0.2431, 0.1160], [0.2149, -0.5350, -0.1409], [0.0176, 0.0016, 0.0227], [0.0100, 0.0933, 0.1399], [-0.0127, -0.0880, -0.0670], [-0.0365, 0.0380, 0.0482], [0.3255, -0.0408, -0.1295], [0.0167, 0.0741, 0.0017], [0.0081, 0.0681, -0.0340], [0.0067, -0.0385, -0.0876], [-0.0810, -0.0349, 0.0529], [0.0279, 0.0124, 0.0314], [0.0392, 0.0212, -0.0286], [0.0142, -0.0617, 0.0096], [-0.0110, -0.0173, -0.0233], [-0.0251, -0.0078, -0.0092], [-0.0110, -0.0087, 0.0062], [0.0068, -0.0166, -0.0082], [0.0057, 0.0320, 0.0120], [-0.0474, 0.0087, 0.0186], [0.0102, 0.0470, 0.0212], [0.0162, 0.0340, 0.0054], [0.0195, 0.0015, -0.0024], [-0.0097, -0.0013, -0.0229], [0.0122, -0.0323, -0.0282], [0.0054, -0.0014, -0.0201], [-0.0208, -0.0141, 0.0061], [-0.0348, 0.0146, 0.0118], [-0.0010, -0.0012, 0.0049]], "mulliken_charge": [-0.05, -0.48, -0.12, 0.81, -0.35, -0.62, 1.49, -0.73, -0.73, 0.18, 0.27, 0.16, 0.18, 0.20, -1.62, 2.16, -1.55, -1.61, -0.23, -0.31, 0.46, 0.34, 0.29, 0.40, 0.39, 0.38, 0.41, 0.39, 0.38, -0.17, 0.22, -1.23, 0.27, -0.99, -0.85, 0.26, 0.35, -0.52, -1.04, -1.00, 0.37, 0.30, 0.38, 0.34, 0.31, 0.28, 0.39, 0.29, 0.17, -0.17, 0.24, 0.41, 0.32, 0.35, 0.33, 0.24, 0.29, 0.38]}


Entry 2:
{"formula": "C6H9NiO4", "method": "ωB97M-V/def2-TZVPD", "e_tot_ev": -55583.8101, "lumo_energy_ev": [-5.7, -7.3], "total_charge": 1, "homo_energy_ha": [-0.4361, -0.4083], "spin_multiplicity": 3, "de_lowest_kcal_mol": 169.5, "s2": 2.03, "species": ["O", "C", "O", "O", "C", "Ni", "H", "H", "C", "C", "H", "H", "H", "C", "C", "O", "H", "H", "H", "H"], "positions_angstrom": [[2.56299, -0.71065, 0.07802], [1.53228, -1.40654, -0.18307], [1.27639, -1.64872, -1.40394], [0.63235, -1.47306, 0.75892], [-0.60243, -0.71104, 0.78653], [2.97515, -1.06754, -1.71834], [-0.41610, -0.31320, -0.22426], [-0.57626, -0.77110, 1.88788], [-2.47013, -1.42289, 1.27020], [-2.97615, -0.19276, 0.78309], [-2.42975, -2.31805, 0.64299], [-2.63344, -1.59824, 2.33949], [-3.90848, -0.22684, 0.21025], [-2.01520, 0.79225, 0.42316], [-2.29764, 1.55417, -0.85089], [-1.17238, 2.34474, -1.18820], [-1.54267, 1.40947, 1.19670], [-3.18716, 2.18903, -0.69575], [-2.52948, 0.84614, -1.66621], [-0.96585, 2.21899, -2.11724]], "atomic_forces_ev_per_a": [[-0.2842, -1.1922, 1.5430], [0.6058, 3.3359, -1.9207], [-2.4454, -1.6140, 0.9817], [-1.3907, -1.8193, 2.0818], [1.1210, -4.7650, 2.5142], [3.1446, 0.6830, -2.4843], [-1.7027, 1.1327, 0.0291], [-0.3424, 2.9178, -0.6012], [3.2700, -1.0814, -0.6679], [0.3063, 0.1497, -2.3357], [-1.3225, 0.1442, 0.1587], [0.7100, -0.1701, -0.0760], [-0.0356, 0.3185, 0.0629], [-2.7749, 2.9129, 1.0661], [1.2566, -0.3171, -0.9150], [-0.4643, -0.3260, 0.4401], [0.4012, -0.4150, -0.3339], [0.0351, -0.2088, 0.3192], [-0.1345, 0.2037, 0.2794], [0.0465, 0.1106, -0.1413]], "mulliken_charge": [-0.68, 1.12, -0.72, -0.29, -0.69, 0.43, 0.50, 0.46, -0.66, -0.18, 0.32, 0.41, 0.37, 0.14, -0.58, -0.49, 0.42, 0.34, 0.42, 0.34]}


Entry 3:
{"formula": "C12H22NO2", "method": "ωB97M-V/def2-TZVPD", "e_tot_ev": -18375.5435, "lumo_energy_ev": -4.0, "total_charge": 1, "homo_energy_ha": -0.4801, "spin_multiplicity": 1, "de_lowest_kcal_mol": 29.6, "species": ["C", "C", "C", "C", "C", "C", "C", "C", "C", "C", "C", "C", "N", "O", "O", "H", "H", "H", "H", "H", "H", "H", "H", "H", "H", "H", "H", "H", "H", "H", "H", "H", "H", "H", "H", "H", "H"], "positions_angstrom": [[-0.81723, 0.50154, 1.65905], [1.12765, 1.09618, 0.13111], [2.27095, 0.24474, -0.48654], [0.48992, 0.07885, 1.07083], [-1.44007, 1.47591, 1.08362], [1.48008, -0.99624, -0.94736], [0.49333, -1.27027, 0.24828], [2.36720, -2.11204, -1.37118], [0.93730, -2.44735, 1.18480], [-0.89907, -1.75459, -0.30600], [-1.75298, 3.71293, 0.25662], [-2.70948, 1.69759, -0.94103], [-1.96642, 2.26082, 0.26355], [-1.10426, -0.23243, 2.72251], [0.70489, -0.50792, -2.09865], [1.48592, 2.02384, 0.62230], [0.31599, 1.13851, -0.74706], [2.55186, 0.87210, -1.31831], [3.05471, -0.01200, 0.18329], [1.23125, -0.31669, 1.73548], [3.04004, -2.43296, -0.49195], [2.91610, -1.78229, -2.19070], [1.83700, -3.05760, -1.64321], [0.73221, -3.28360, 0.69091], [0.62494, -2.23728, 2.18007], [2.01658, -2.53287, 1.28237], [-1.44134, -2.16982, 0.62627], [-0.63450, -2.46047, -0.96533], [-1.57167, -1.01735, -0.70142], [-2.80910, 4.11251, 0.17687], [-1.38390, 4.10791, 1.21899], [-1.08089, 4.00165, -0.51669], [-2.78810, 2.51166, -1.72719], [-1.93581, 0.87917, -1.13381], [-3.73107, 1.19141, -0.51570], [-1.89395, -0.05113, 3.26865], [0.28193, -1.23239, -2.50342]], "atomic_forces_ev_per_a": [[1.2836, -1.5401, 0.7372], [-0.9368, -1.1605, -0.8596], [-2.4325, 1.0436, -0.9954], [0.6311, -0.4721, -1.5777], [-0.7597, 1.2289, -0.4383], [-0.7009, 1.1877, 0.0547], [-1.2532, -0.6475, -0.4683], [-0.1316, -2.3446, 2.5169], [2.1966, 4.3393, 0.0943], [-0.3326, 2.1781, 5.0884], [-2.2991, 0.7766, 1.7880], [-0.1030, -1.6395, 1.3897], [0.1377, 0.0828, -0.1030], [-0.7006, -0.4161, 1.1861], [1.2505, 1.0654, 1.3800], [-0.6062, -0.3410, -0.5567], [1.9974, 0.9971, 1.6902], [1.0118, -0.4695, -0.4912], [0.7213, 0.0024, 0.6035], [0.0623, 1.1895, 1.7793], [-0.7203, 0.6716, -1.5598], [1.2494, 0.3737, -1.3726], [0.0970, 0.7599, 0.0354], [-1.6826, -3.9391, -1.1947], [-1.0307, -0.6534, 0.6696], [0.4143, 0.5418, 0.0085], [0.6678, 0.1696, -1.6912], [0.1449, -2.9452, -2.4913], [0.0594, 0.4084, -0.5219], [1.3871, 0.0657, -0.4378], [0.0446, -0.6513, -0.3706], [0.2135, 0.1219, -0.8521], [-0.1396, -1.3423, 0.9998], [-1.7030, 0.9149, -0.9984], [2.4332, 1.5603, -1.4745], [0.2704, 0.3052, -0.7355], [-0.7413, -1.4222, -0.8308]], "mulliken_charge": [0.00, -0.55, -1.32, -0.16, -0.07, 0.80, 1.87, -1.80, -2.17, -2.12, -0.98, -0.37, 0.04, -0.45, -0.60, 0.29, 0.30, 0.48, 0.42, 0.75, 0.33, 0.51, 0.34, 0.66, 0.40, 0.48, 0.38, 0.94, 0.07, 0.42, 0.37, 0.33, 0.34, 0.01, 0.28, 0.38, 0.42]}